1.
{
  "formula": "C32H20AgCl5N2O4PS",
  "method": "ωB97M-V/def2-TZVPD",
  "total_charge": -1,
  "total_energy_ha": -4829.465473,
  "e_above_lowest_kj_mol": 0.0,
  "species": ["Ag", "Cl", "C", "C", "C", "Cl", "C", "Cl", "C", "Cl", "C", "Cl", "O", "N", "C", "C", "C", "C", "C", "C", "C", "P", "C", "C", "C", "C", "C", "C", "C", "C", "C", "C", "C", "C", "H", "H", "H", "H", "H", "H", "H", "H", "H", "H", "H", "H", "H", "H", "H", "H", "O", "C", "N", "S", "O", "O", "C", "C", "C", "C", "C", "C", "H", "H", "H", "H"],
  "positions_angstrom": [[0.3281, -2.3119, -0.0263], [-0.5337, -3.7498, 2.8875], [-1.8483, -3.6289, 1.7465], [-1.5674, -3.1828, 0.4612], [-2.6645, -3.0802, -0.3808], [-2.4076, -2.4610, -1.9984], [-3.9663, -3.3928, -0.0002], [-5.2957, -3.2012, -1.0906], [-4.1986, -3.8360, 1.2978], [-5.8052, -4.2041, 1.8171], [-3.1301, -3.9556, 2.1823], [-3.4224, -4.4773, 3.8052], [1.1024, -1.4750, -3.7075], [0.4047, -0.4438, -3.1301], [-0.7708, -0.3206, -3.5888], [-1.6443, 0.7566, -3.0985], [-2.4830, 1.3722, -4.0313], [-3.2798, 2.4438, -3.6781], [-3.2450, 2.9213, -2.3733], [-2.4407, 2.2965, -1.4373], [-1.6493, 1.1952, -1.7687], [-0.6628, 0.3307, -0.4647], [0.4795, 1.6954, -0.0084], [0.1923, 2.7071, 0.9035], [1.1365, 3.6832, 1.1916], [2.3775, 3.6610, 0.5704], [2.6700, 2.6589, -0.3445], [1.7290, 1.6810, -0.6309], [-1.8554, 0.2089, 0.9191], [-3.2043, -0.0635, 0.6887], [-4.0411, -0.4398, 1.7301], [-3.5413, -0.5608, 3.0187], [-2.1942, -0.3215, 3.2541], [-1.3542, 0.0451, 2.2131], [1.9483, -1.4701, -3.2182], [-1.1295, -0.9796, -4.3801], [-2.4874, 1.0056, -5.0514], [-3.9171, 2.9133, -4.4168], [-3.8523, 3.7699, -2.0842], [-2.4355, 2.6574, -0.4161], [-0.7679, 2.7298, 1.4027], [0.9020, 4.4609, 1.9086], [3.1161, 4.4182, 0.8040], [3.6401, 2.6243, -0.8256], [1.9634, 0.8881, -1.3322], [-3.6038, -0.0143, -0.3174], [-5.0815, -0.6632, 1.5262], [-4.1902, -0.8727, 3.8277], [-1.7835, -0.4557, 4.2471], [-0.2913, 0.1554, 2.3955], [1.8302, -0.4821, 1.9928], [2.6492, -0.7624, 1.1338], [2.4327, -1.6020, 0.0825], [3.7215, -1.7649, -0.8695], [3.4705, -1.2251, -2.1944], [4.2744, -3.0912, -0.8321], [4.7526, -0.6312, 0.0172], [6.0387, -0.2066, -0.2511], [6.5933, 0.7211, 0.6223], [5.8722, 1.1957, 1.7173], [4.5793, 0.7545, 1.9661], [4.0319, -0.1703, 1.0962], [6.5873, -0.5774, -1.1065], [7.5986, 1.0837, 0.4483], [6.3290, 1.9222, 2.3776], [3.9952, 1.1183, 2.8011]],
  "atomic_forces_ev_per_a": [[0.1, 0.0, 0.0], [0.0, 0.0, 0.0], [0.0, 0.0, 0.0], [0.0, 0.0, 0.0], [0.0, 0.0, 0.0], [-0.1, -0.1, 0.1], [0.0, 0.0, 0.0], [0.0, 0.0, 0.0], [0.0, 0.0, 0.0], [0.0, 0.0, 0.0], [0.0, 0.0, 0.0], [0.0, 0.0, 0.0], [0.0, 0.0, 0.1], [0.0, 0.1, 0.0], [0.1, 0.0, -0.1], [0.0, 0.0, 0.0], [0.0, 0.0, 0.0], [0.0, 0.0, 0.0], [0.0, 0.0, 0.0], [0.0, -0.1, 0.0], [0.0, 0.0, 0.0], [0.0, 0.0, 0.0], [0.0, 0.0, 0.0], [0.0, 0.0, 0.0], [0.0, 0.0, 0.0], [0.0, 0.0, 0.0], [0.0, 0.0, 0.0], [0.0, 0.0, 0.0], [0.0, 0.0, 0.0], [0.0, 0.1, 0.0], [0.0, 0.0, 0.0], [0.0, 0.0, 0.0], [0.0, 0.0, 0.0], [0.0, 0.1, 0.0], [0.0, 0.0, 0.0], [0.0, 0.0, 0.0], [0.0, 0.0, 0.0], [0.0, 0.0, 0.0], [0.0, 0.0, 0.0], [0.0, 0.0, 0.0], [0.0, 0.0, 0.0], [0.0, 0.0, 0.0], [0.0, 0.0, 0.0], [0.0, 0.0, 0.0], [0.0, 0.0, 0.0], [0.0, 0.0, 0.0], [0.0, 0.0, 0.0], [0.0, 0.0, 0.0], [0.0, 0.0, 0.0], [0.0, 0.0, 0.0], [0.1, -0.1, 0.0], [0.0, 0.0, -0.1], [-0.1, 0.0, 0.1], [0.0, -0.1, 0.0], [-0.1, 0.0, 0.0], [0.0, 0.0, 0.0], [0.0, 0.0, 0.0], [0.0, 0.0, 0.0], [0.0, 0.0, 0.0], [0.0, 0.0, 0.0], [0.0, 0.0, 0.0], [0.0, 0.0, 0.0], [0.0, 0.0, 0.0], [0.0, 0.0, 0.0], [0.0, 0.0, 0.0], [0.0, 0.0, 0.0]]
}


2.
{
  "formula": "C32H20Cl2N6O5Ta",
  "method": "ωB97M-V/def2-TZVPD",
  "total_charge": 1,
  "total_energy_ha": -2913.589370,
  "e_above_lowest_kj_mol": 104.3,
  "species": ["Ta", "Cl", "C", "C", "C", "N", "C", "O", "C", "C", "C", "C", "C", "N", "C", "C", "C", "Cl", "N", "C", "O", "C", "C", "C", "C", "C", "N", "H", "H", "H", "H", "H", "H", "H", "H", "H", "H", "O", "C", "C", "C", "C", "C", "C", "C", "O", "N", "N", "C", "C", "C", "C", "C", "C", "C", "O", "H", "H", "H", "H", "H", "H", "H", "H", "H", "H"],
  "positions_angstrom": [[-0.4294, -0.1187, -0.3936], [-3.1042, 3.2836, 5.0780], [-2.0630, 2.3738, 4.0565], [-2.5144, 2.0050, 2.7979], [-1.6963, 1.2627, 1.9586], [-2.0018, 0.8090, 0.6551], [-3.2675, 0.8990, 0.1423], [-4.2993, 1.1458, 0.7188], [-3.2598, 0.7108, -1.3521], [-4.4250, 0.8371, -2.0857], [-4.3469, 0.7680, -3.4666], [-3.1072, 0.5753, -4.0643], [-1.9945, 0.4277, -3.2606], [-2.0707, 0.4965, -1.9285], [-0.4109, 0.9025, 2.3930], [0.0348, 1.2613, 3.6536], [-0.7913, 1.9996, 4.4875], [-0.2168, 2.4421, 6.0461], [0.2698, 0.0620, 1.4951], [1.1319, -0.9021, 2.0281], [2.1608, -0.7038, 2.6080], [0.5157, -2.2652, 1.8680], [0.9148, -3.3218, 2.6670], [0.1488, -4.4782, 2.6551], [-0.9669, -4.5336, 1.8352], [-1.2665, -3.4413, 1.0344], [-0.5477, -2.3245, 1.0589], [-3.5066, 2.2873, 2.4888], [-5.3500, 1.0017, -1.5518], [-5.2369, 0.8711, -4.0725], [-3.0026, 0.5376, -5.1387], [-1.0128, 0.2523, -3.6822], [1.0212, 0.9765, 3.9898], [1.7874, -3.2103, 3.2954], [0.4071, -5.3153, 3.2895], [-1.6048, -5.4056, 1.8144], [-2.1135, -3.4538, 0.3590], [0.2184, 4.3773, -0.8167], [1.5589, 4.3551, -0.6831], [2.2054, 5.5892, -0.6359], [3.5726, 5.6579, -0.4903], [4.3362, 4.4937, -0.3868], [3.7165, 3.2704, -0.4392], [2.3228, 3.1711, -0.5950], [1.7134, 1.8525, -0.6762], [0.3907, 1.7203, -0.7511], [2.4783, 0.7958, -0.7218], [1.7520, -0.3416, -0.8582], [2.3750, -1.4494, -1.1009], [1.7069, -2.6758, -1.4440], [2.4543, -3.8528, -1.5980], [1.8618, -5.0168, -2.0309], [0.5060, -5.0198, -2.3550], [-0.2520, -3.8732, -2.2202], [0.3280, -2.7038, -1.7402], [-0.4145, -1.6039, -1.5451], [-0.1226, 3.4753, -0.7937], [1.6004, 6.4831, -0.7119], [4.0526, 6.6266, -0.4511], [5.4084, 4.5570, -0.2646], [4.2853, 2.3556, -0.3597], [3.4616, -1.4251, -1.1084], [3.5131, -3.8271, -1.3705], [2.4505, -5.9176, -2.1336], [0.0401, -5.9247, -2.7216], [-1.3050, -3.8635, -2.4734]],
  "atomic_forces_ev_per_a": [[0.2, 1.6, 1.0], [-0.1, 0.1, 0.0], [0.2, -0.1, 0.0], [-0.1, 0.0, -0.2], [0.2, 0.1, 0.4], [0.3, -0.4, -0.1], [-0.1, 0.1, -0.2], [0.0, 0.0, 0.1], [-0.2, 0.1, -0.2], [0.1, 0.0, 0.1], [0.1, 0.0, 0.0], [-0.1, 0.0, 0.0], [0.2, -0.1, -0.1], [0.2, -0.2, 0.6], [-0.5, 0.2, 0.2], [0.2, 0.0, -0.1], [-0.2, 0.1, -0.1], [0.0, 0.0, 0.0], [0.3, 0.3, -0.3], [-0.1, -0.3, 0.0], [0.0, 0.0, 0.1], [-0.1, -0.3, 0.3], [0.1, 0.0, -0.1], [0.0, 0.0, -0.1], [0.0, 0.0, 0.0], [0.0, -0.1, -0.2], [0.2, 0.6, -0.1], [0.0, 0.0, 0.0], [0.0, 0.0, 0.0], [0.0, 0.0, 0.0], [0.0, 0.0, 0.0], [0.0, 0.0, 0.0], [0.0, 0.0, 0.0], [0.0, 0.0, 0.0], [0.0, 0.0, 0.0], [0.0, 0.0, 0.0], [0.0, 0.0, 0.0], [0.0, 0.2, 0.0], [0.2, -0.2, 0.1], [-0.1, 0.1, 0.0], [-0.1, -0.1, 0.0], [0.1, 0.0, 0.0], [-0.1, 0.0, 0.0], [-0.4, 0.4, 0.0], [0.6, -0.6, -0.1], [-0.5, -0.7, -0.2], [0.4, 0.5, 0.1], [-1.0, -0.3, 0.2], [0.0, 0.3, 0.0], [-0.3, -0.1, -0.1], [0.0, 0.1, 0.0], [0.0, -0.1, 0.0], [0.1, 0.0, 0.0], [-0.2, 0.2, 0.0], [0.6, -0.5, 0.0], [-0.4, -0.9, -1.1], [0.0, -0.1, 0.0], [0.0, 0.0, 0.0], [0.0, 0.0, 0.0], [0.0, 0.0, 0.0], [0.0, 0.0, 0.0], [0.0, 0.1, 0.0], [0.0, 0.0, 0.0], [0.0, 0.0, 0.0], [0.0, 0.0, 0.0], [0.0, 0.0, 0.0]]
}


3.
{
  "formula": "C32H21Cl2N4O5PS2Ti",
  "method": "ωB97M-V/def2-TZVPD",
  "multiplicity": 3,
  "s_squared": 2.0178,
  "total_energy_ha": -4735.063544,
  "e_above_lowest_kj_mol": 1.2,
  "species": ["Ti", "S", "N", "C", "C", "C", "C", "C", "N", "C", "C", "N", "C", "C", "C", "C", "C", "N", "H", "H", "H", "H", "H", "H", "O", "S", "O", "O", "C", "C", "C", "C", "C", "C", "P", "C", "C", "C", "C", "C", "C", "C", "C", "C", "C", "C", "C", "H", "H", "H", "H", "H", "H", "H", "H", "H", "H", "H", "H", "H", "H", "Cl", "C", "Cl", "C", "O", "O", "H"],
  "positions_angstrom": [[-0.6342, -0.9455, -1.7306], [4.0770, 4.9895, -1.3758], [4.4139, 3.4118, -1.4654], [3.2685, 2.7878, -1.6764], [3.1021, 1.3437, -1.7854], [4.1338, 0.4418, -1.7924], [3.8205, -0.9242, -1.9148], [2.5085, -1.3136, -1.9829], [1.4646, -0.4481, -1.9598], [1.7682, 0.8828, -1.9015], [0.6698, 1.7615, -2.0227], [-0.5521, 1.1601, -2.1600], [-1.6159, 1.9713, -2.4040], [-1.5233, 3.3351, -2.4778], [-0.2766, 3.9619, -2.2789], [0.8158, 3.1689, -2.0489], [2.1611, 3.6717, -1.8064], [2.4917, 4.9456, -1.6872], [5.1561, 0.7851, -1.7100], [4.5941, -1.6773, -1.9469], [2.2410, -2.3586, -2.0362], [-2.5607, 1.4653, -2.5285], [-2.4142, 3.9100, -2.6848], [-0.1721, 5.0382, -2.3069], [-4.5397, -2.1003, -1.0906], [-3.2837, -1.5172, -0.7535], [-2.1240, -2.4103, -0.5385], [-2.7756, -0.4982, -1.7159], [-3.4610, -0.6757, 0.8002], [-4.7392, -0.5142, 1.3082], [-4.9170, 0.1077, 2.5378], [-3.8185, 0.5568, 3.2499], [-2.5398, 0.3923, 2.7325], [-2.3383, -0.2284, 1.5056], [-0.6432, -0.3902, 0.8334], [0.1141, -1.7783, 1.7126], [1.4442, -2.0846, 1.4223], [2.0457, -3.1929, 1.9935], [1.3188, -4.0173, 2.8432], [-0.0101, -3.7322, 3.1131], [-0.6143, -2.6173, 2.5471], [0.1710, 1.1121, 1.4775], [-0.2591, 2.3414, 0.9784], [0.3340, 3.5211, 1.3980], [1.3697, 3.4879, 2.3222], [1.7933, 2.2720, 2.8361], [1.1944, 1.0891, 2.4225], [-5.5794, -0.8868, 0.7393], [-5.9153, 0.2341, 2.9356], [-3.9494, 1.0382, 4.2101], [-1.6870, 0.7583, 3.2920], [2.0134, -1.4650, 0.7370], [3.0782, -3.4201, 1.7618], [1.7862, -4.8890, 3.2823], [-0.5864, -4.3817, 3.7589], [-1.6575, -2.4134, 2.7501], [-1.0667, 2.3857, 0.2562], [-0.0061, 4.4634, 0.9876], [1.8412, 4.4080, 2.6427], [2.5925, 2.2390, 3.5654], [1.5314, 0.1501, 2.8386], [-1.2990, -5.6722, -1.8962], [-0.5391, -4.6537, -3.1108], [1.0774, -5.2436, -3.5645], [-0.4039, -3.2289, -2.5988], [-0.9662, -2.3111, -3.2739], [0.2280, -2.9469, -1.5612], [-1.1514, -4.6522, -4.0039]],
  "atomic_forces_ev_per_a": [[-0.3, -0.1, 0.3], [0.1, 0.0, -0.3], [-0.1, 0.0, 0.3], [0.1, -0.1, -0.1], [-0.1, 0.2, 0.0], [0.0, -0.2, 0.0], [0.1, 0.1, 0.0], [-0.2, 0.0, 0.1], [0.1, 0.0, 0.2], [0.1, 0.0, -0.1], [0.0, 0.1, -0.1], [-0.1, -0.1, 0.0], [0.1, -0.1, 0.1], [0.1, 0.0, 0.0], [-0.2, 0.0, 0.0], [0.2, -0.1, 0.0], [-0.1, 0.1, -0.1], [-0.1, -0.1, 0.3], [0.0, 0.0, 0.0], [0.0, 0.0, 0.0], [0.0, 0.0, 0.0], [0.0, 0.0, 0.0], [0.0, 0.0, 0.0], [0.0, 0.0, 0.0], [0.0, -0.1, 0.0], [0.7, 0.1, 0.0], [-0.2, 0.1, -0.1], [-0.1, 0.1, 0.0], [-0.1, 0.0, 0.1], [0.0, 0.0, 0.1], [0.0, 0.0, -0.1], [0.1, 0.0, 0.0], [0.0, 0.1, 0.1], [0.0, 0.0, 0.0], [0.0, 0.1, -0.2], [-0.1, -0.1, 0.0], [0.0, 0.0, 0.0], [0.0, 0.0, 0.0], [0.0, 0.0, 0.0], [0.0, 0.0, 0.0], [0.0, 0.0, 0.1], [0.0, 0.0, 0.1], [0.0, 0.0, 0.0], [0.0, 0.0, 0.0], [0.0, 0.0, 0.0], [0.0, 0.0, 0.0], [0.0, 0.0, -0.1], [0.0, 0.0, 0.0], [0.0, 0.0, 0.0], [0.0, 0.0, 0.0], [0.0, 0.0, 0.0], [0.0, 0.0, 0.0], [0.0, 0.0, 0.0], [0.0, 0.0, 0.0], [0.0, 0.0, 0.0], [0.0, 0.0, 0.0], [0.0, 0.0, 0.0], [0.0, 0.0, 0.0], [0.0, 0.0, 0.0], [0.0, 0.0, 0.0], [0.0, -0.1, 0.0], [0.0, 0.0, 0.0], [0.1, 0.1, 0.0], [0.0, 0.0, 0.0], [-0.1, 0.3, -0.3], [-0.1, -0.2, 0.0], [0.1, -0.1, 0.1], [0.0, 0.0, 0.0]]
}